(1)
DFT (ωB97M-V/def2-TZVPD) results for a structure of composition C40H57KN12O2S3.

Properties
Max |F| = 1.3 eV/A
Spin multiplicity = 1
Charge = 0

Each line ends with the Mulliken charge.
Geometry (Å):
K1 0.2853 1.3396 1.1988  1.532
C1 -4.2649 -0.8288 4.2640  -1.927
C2 -3.1308 -0.6129 3.2934  0.316
N1 -2.5262 0.4990 3.1556  0.293
N2 -2.9580 1.5102 3.9576  -0.328
C3 -2.4407 2.7691 3.8802  0.224
N3 -2.6799 3.4958 5.0029  -0.471
S1 -1.6530 3.4067 2.5754  -0.398
C4 -2.5973 -1.7774 2.5300  0.929
C5 -3.4199 -2.8080 2.0838  -0.717
C6 -2.8444 -3.9098 1.4731  -0.675
C7 -1.4699 -3.9538 1.3251  -0.639
C8 -0.7331 -2.8650 1.7709  -0.211
N4 -1.2758 -1.8024 2.3538  -0.117
H1 -4.9529 0.0193 4.2594  0.437
H2 -3.8808 -0.9544 5.2827  0.367
H3 -4.8244 -1.7271 4.0240  0.398
H4 -3.5142 1.2906 4.7670  0.297
H5 -2.7404 3.0200 5.8899  0.205
H6 -2.2258 4.3913 5.0219  0.254
H7 -4.4968 -2.7473 2.1901  0.343
H8 -3.4669 -4.7221 1.1199  0.432
H9 -0.9783 -4.8039 0.8714  0.464
H10 0.3480 -2.8405 1.6668  0.967
C9 2.6907 0.8024 -3.4998  -0.886
N5 2.9535 -0.2992 -2.5951  0.325
C10 4.2907 -0.8619 -2.7223  -1.210
C11 2.2877 -0.3549 -1.3760  -0.293
N6 1.7149 0.6542 -0.7991  0.937
C12 2.3161 1.9175 -0.8109  -0.227
C13 3.6910 1.9710 -0.6333  -0.464
C14 4.3989 3.1758 -0.5409  -1.252
C15 3.7247 4.3590 -0.5833  -0.962
C16 2.3154 4.3739 -0.6963  1.875
C17 1.6530 5.6251 -0.6492  -0.949
C18 0.2935 5.6897 -0.6760  -1.142
C19 -0.4536 4.5091 -0.8007  -0.239
C20 0.1387 3.2648 -0.9236  -0.763
N7 -0.7156 2.1565 -1.0094  0.722
C21 -1.7285 2.1904 -1.8101  -0.220
N8 -1.7701 2.8613 -3.0300  0.403
C22 -0.5366 3.1976 -3.7137  -0.599
C23 -2.8728 3.7666 -3.3166  -1.275
N9 -2.8953 1.5398 -1.4897  0.444
C24 -3.6797 0.8529 -2.5071  -1.040
C25 -3.0300 1.0044 -0.1421  -0.779
C26 1.5718 3.1536 -0.8249  -0.348
N10 2.2557 -1.5916 -0.7967  0.473
C27 1.8454 -1.7145 0.5975  -0.594
C28 2.1948 -2.8268 -1.5626  -1.247
H11 2.8609 0.4605 -4.5223  0.431
H12 3.3294 1.6703 -3.3108  0.243
H13 1.6517 1.1055 -3.4024  -0.166
H14 5.0436 -0.0665 -2.6711  0.374
H15 4.4014 -1.3737 -3.6813  0.306
H16 4.4840 -1.5701 -1.9215  0.386
H17 4.2219 1.0330 -0.5197  0.662
H18 5.4745 3.1564 -0.4097  0.407
H19 4.2464 5.3047 -0.4919  0.415
H20 2.2533 6.5222 -0.5553  0.407
H21 -0.2169 6.6417 -0.5895  0.416
H22 -1.5367 4.5565 -0.7813  0.672
H23 0.2223 2.4559 -3.4812  0.135
H24 -0.1539 4.1854 -3.4401  0.232
H25 -0.7210 3.1808 -4.7906  0.443
H26 -3.7021 3.5733 -2.6414  0.407
H27 -3.2192 3.6446 -4.3468  0.344
H28 -2.5531 4.8076 -3.1876  0.375
H29 -3.5951 1.3521 -3.4676  0.406
H30 -4.7308 0.8509 -2.2064  0.323
H31 -3.3383 -0.1799 -2.6228  0.042
H32 -2.5801 1.6909 0.5726  -0.041
H33 -2.5573 0.0233 -0.0437  0.122
H34 -4.0947 0.9074 0.0883  0.437
H35 2.1692 -0.8477 1.1731  -0.122
H36 2.3231 -2.6034 1.0167  0.584
H37 0.7578 -1.8178 0.6903  -0.539
H38 2.2989 -2.6201 -2.6234  0.379
H39 1.2335 -3.3130 -1.3896  0.225
H40 2.9922 -3.5079 -1.2510  0.233
O1 6.9953 -0.3845 7.9461  -0.494
C29 6.8208 0.6129 7.0371  0.602
O2 7.6688 1.4609 6.9606  -0.588
C30 5.5958 0.5680 6.2034  0.806
C31 5.4829 1.4859 5.1577  -0.519
C32 4.3756 1.5069 4.3347  -0.592
C33 3.3043 0.6079 4.5161  -0.031
S2 1.9055 0.6256 3.4965  -0.361
C34 3.4255 -0.3105 5.5791  -1.147
C35 4.5397 -0.3275 6.3963  -0.465
H41 6.2729 -1.0144 7.8773  0.282
H42 6.2984 2.1844 5.0110  0.407
H43 4.3074 2.2240 3.5267  0.423
H44 2.6135 -1.0068 5.7464  0.351
H45 4.5526 -1.0500 7.2087  0.148
C36 -4.3414 -2.6540 -4.4930  -0.940
C37 -4.3381 -3.6181 -3.3100  -0.696
N11 -3.3967 -3.2265 -2.2520  -0.020
C38 -2.0623 -3.0468 -2.4310  -0.851
S3 -1.2215 -1.8637 -1.5942  0.317
N12 -1.4353 -3.8633 -3.3096  -0.013
C39 -1.8042 -5.2461 -3.6237  -0.418
C40 -0.5507 -6.1005 -3.7266  -1.470
H46 -5.0213 -3.0078 -5.2707  0.433
H47 -3.3395 -2.5721 -4.9202  0.225
H48 -4.6611 -1.6578 -4.1810  0.213
H49 -4.1185 -4.6263 -3.6519  0.213
H50 -5.3225 -3.6501 -2.8458  0.502
H51 -3.7543 -2.5571 -1.5899  0.388
H52 -0.4544 -3.6474 -3.3817  0.294
H53 -2.3584 -5.2924 -4.5641  0.287
H54 -2.4510 -5.6303 -2.8337  0.406
H55 0.0850 -5.7565 -4.5457  0.371
H56 -0.8125 -7.1422 -3.9129  0.406
H57 0.0220 -6.0520 -2.7978  0.326

Forces on the atoms, in the same order (eV/Å):
K -0.41 -0.43 1.20
C 0.03 0.00 -0.11
C -0.12 -0.24 0.16
N -0.08 0.26 -0.23
N 0.18 0.08 -0.01
C 0.28 -0.07 -0.08
N -0.11 0.04 0.09
S -0.13 0.17 -0.01
C 0.14 -0.02 -0.05
C -0.16 0.10 0.01
C 0.04 -0.05 -0.11
C -0.12 0.01 0.06
C -0.21 -0.34 0.45
N 0.11 0.00 -0.09
H -0.08 -0.09 -0.03
H 0.02 0.02 -0.05
H -0.02 -0.01 0.03
H -0.04 -0.06 0.15
H 0.01 0.00 -0.02
H 0.01 0.11 -0.01
H 0.07 -0.02 0.05
H 0.00 -0.01 -0.01
H 0.02 0.01 0.00
H -0.76 -0.56 0.56
C -0.02 -0.11 0.04
N 0.14 0.04 0.04
C -0.14 0.05 -0.03
C 0.19 -0.02 -0.08
N 0.02 -0.11 -0.20
C 0.43 -0.06 -0.16
C -0.11 0.02 -0.03
C -0.02 -0.01 -0.01
C 0.04 0.00 0.00
C -0.09 -0.12 -0.02
C -0.02 0.00 -0.01
C 0.00 -0.01 -0.01
C 0.06 -0.04 0.03
C -0.15 0.32 -0.17
N -0.16 -0.08 -0.37
C -0.11 0.20 -0.12
N 0.01 0.13 0.08
C -0.11 -0.07 -0.03
C 0.10 -0.09 -0.02
N 0.14 -0.14 0.01
C 0.05 0.08 0.13
C 0.00 0.08 -0.06
C 0.07 0.05 -0.07
N -0.14 0.04 -0.01
C 0.20 0.45 -0.56
C 0.15 0.14 0.15
H 0.00 -0.02 -0.02
H 0.03 0.02 0.02
H 0.02 -0.04 0.02
H 0.00 0.01 0.01
H 0.00 -0.02 -0.01
H -0.01 0.00 0.01
H 0.01 0.03 0.00
H -0.04 0.00 0.00
H -0.03 -0.04 0.00
H -0.01 -0.03 0.01
H 0.01 -0.03 -0.01
H 0.02 0.00 -0.01
H -0.03 0.04 0.01
H 0.01 0.02 0.01
H 0.00 -0.01 0.00
H 0.00 0.00 0.00
H 0.00 -0.01 0.00
H 0.01 0.00 0.02
H 0.02 -0.02 0.01
H 0.03 0.01 -0.01
H 0.01 -0.05 0.02
H -0.08 -0.01 -0.02
H 0.00 -0.01 0.00
H 0.02 0.01 -0.01
H 0.06 -0.07 0.04
H -0.02 -0.02 0.03
H 0.74 0.60 -0.63
H -0.02 0.03 -0.03
H -0.07 -0.03 -0.01
H 0.03 0.01 -0.02
O 0.01 -0.01 0.05
C -0.01 -0.04 0.02
O 0.05 0.13 -0.08
C -0.06 -0.04 0.00
C 0.03 0.07 -0.06
C -0.01 -0.07 0.07
C 0.12 0.00 0.05
S 0.06 -0.09 0.19
C 0.06 0.08 -0.03
C -0.02 0.00 -0.01
H -0.08 -0.08 -0.02
H -0.05 -0.01 -0.02
H 0.01 0.01 0.00
H 0.02 0.00 0.02
H -0.02 0.00 -0.02
C 0.04 -0.02 0.06
C 0.08 0.15 -0.05
N -0.13 -0.09 -0.07
C 0.04 0.03 0.00
S -0.03 0.01 -0.18
N -0.02 -0.16 0.00
C 0.15 0.04 0.03
C 0.01 0.07 0.04
H 0.02 0.02 0.04
H -0.06 0.01 -0.01
H 0.02 -0.03 -0.03
H -0.09 0.04 0.05
H -0.01 -0.03 0.03
H -0.07 0.03 0.09
H 0.08 0.01 -0.03
H -0.01 0.00 -0.02
H 0.01 0.03 0.03
H 0.00 -0.03 0.03
H 0.01 0.04 -0.03
H -0.01 -0.02 -0.04

***

(2)
DFT (ωB97M-V/def2-TZVPD) results for a structure of composition C40H58BF5N9O3Te2Zr.

Properties
Max |F| = 2.1 eV/A
Spin multiplicity = 1
Charge = -1

Each line ends with the Mulliken charge.
Geometry (Å):
Zr1 0.1118 -0.5581 -1.9827  0.955
C1 -1.1659 -3.3967 2.5496  -1.727
C2 -0.0028 -2.5465 2.0083  0.645
C3 0.6019 -3.1411 0.7099  -0.042
C4 -0.4768 -1.1111 1.9451  -0.336
C5 -0.9709 -0.4464 3.0744  -1.403
C6 -1.4901 0.7499 2.6265  -0.253
C7 -2.4023 1.5695 3.5147  -0.222
C8 -3.7821 0.8923 3.5124  -1.428
C9 -2.5812 3.0633 3.2886  -1.174
N1 -1.2415 0.7960 1.2908  -0.012
N2 -0.6564 -0.3524 0.8753  1.935
B1 -1.3774 1.8169 0.1552  -0.119
N3 0.0781 2.2349 -0.3644  0.615
N4 0.8284 1.4276 -1.1854  2.253
C10 1.9638 2.0650 -1.4846  -1.146
C11 1.9820 3.2806 -0.8133  -1.438
C12 0.7898 3.3654 -0.1231  0.793
C13 0.5750 4.4793 0.8738  0.322
C14 -0.6857 5.3291 0.7590  -1.579
C15 0.8309 3.9387 2.2880  -1.162
C16 3.0215 1.5802 -2.4372  1.494
C17 4.2511 1.0458 -1.7048  -1.213
C18 3.4093 2.7182 -3.3848  -1.922
N5 -2.2937 1.1610 -0.9487  1.391
N6 -2.1486 -0.1472 -1.3781  -0.709
C19 -3.2085 -0.4297 -2.2643  -0.032
C20 -3.9940 0.7417 -2.3164  -1.734
C21 -3.4000 1.6844 -1.5368  0.689
C22 -3.9945 3.0549 -1.3731  -0.135
C23 -4.7943 3.1368 -0.0705  -1.747
C24 -3.0238 4.2215 -1.5624  -1.341
C25 -3.0597 -1.3797 -3.4543  2.352
C26 -3.0416 -2.8745 -3.1598  -1.866
C27 -4.1271 -1.0838 -4.5102  -1.941
H1 -0.8368 -4.4052 2.7959  0.371
H2 -1.5704 -2.9386 3.4495  0.517
H3 -1.9750 -3.4589 1.8185  0.259
H4 0.7852 -2.5756 2.7681  0.521
H5 -0.9850 -2.6352 -0.4726  -0.143
H6 0.3837 -3.0191 -1.2854  0.810
H7 2.4328 -3.2989 -0.3459  0.096
H8 -0.9982 -0.8127 4.0874  0.729
H9 -1.9754 1.4558 4.5174  0.542
H10 -4.2076 0.9145 2.5073  0.180
H11 -3.7072 -0.1513 3.8143  0.321
H12 -4.4632 1.4078 4.1921  0.505
H13 -3.0418 3.2786 2.3283  -0.060
H14 -3.2434 3.4534 4.0641  0.582
H15 -1.6457 3.6073 3.3518  0.197
H16 -1.9146 2.8051 0.5230  -0.774
H17 2.7532 4.0304 -0.8357  0.440
H18 1.4011 5.1627 0.6507  0.575
H19 -1.5771 4.7987 1.0671  -0.029
H20 -0.5816 6.2086 1.3981  0.559
H21 -0.8243 5.6691 -0.2661  0.416
H22 0.2112 3.0683 2.5005  0.112
H23 1.8715 3.6265 2.3848  0.116
H24 0.6341 4.7050 3.0402  0.482
H25 2.6090 0.7756 -3.0365  -0.267
H26 4.6469 1.7871 -1.0058  0.292
H27 4.0113 0.1376 -1.1566  -0.016
H28 5.0325 0.8094 -2.4305  0.507
H29 3.9798 3.4920 -2.8647  0.352
H30 4.0318 2.3294 -4.1912  0.480
H31 2.5263 3.1779 -3.8269  0.387
H32 -4.8947 0.8781 -2.8840  0.655
H33 -4.7145 3.1095 -2.1950  0.760
H34 -4.1412 2.9946 0.7884  0.204
H35 -5.2791 4.1101 0.0196  0.459
H36 -5.5569 2.3578 -0.0338  0.356
H37 -2.6058 4.5433 -0.6149  -0.064
H38 -2.2080 3.9464 -2.2318  0.236
H39 -3.5518 5.0721 -1.9973  0.532
H40 -2.0891 -1.1193 -3.8968  -0.541
H41 -4.0153 -3.2062 -2.7928  0.393
H42 -2.8057 -3.3999 -4.0853  0.549
H43 -2.2801 -3.1483 -2.4321  0.050
H44 -5.1300 -1.2905 -4.1279  0.384
H45 -4.0816 -0.0527 -4.8555  0.426
H46 -3.9536 -1.7329 -5.3680  0.486
O1 6.7454 -1.4048 2.2000  -0.524
C28 6.1114 -0.1686 1.9068  -0.702
C29 4.6356 -0.3787 1.7110  0.451
C30 3.7462 0.6671 1.9307  -1.221
C31 2.4161 0.4631 1.6177  -0.518
N7 1.9424 -0.6935 1.1777  1.311
C32 2.7595 -1.7231 1.0505  -0.613
C33 4.1337 -1.5897 1.2699  -0.690
C34 2.1521 -3.0651 0.6923  1.252
C35 2.7478 -4.1336 1.5896  -1.737
C36 2.2102 -5.3435 1.7144  1.019
C37 2.7835 -6.4108 2.5942  -1.043
O2 1.9930 -6.6401 3.7604  -0.542
C38 0.9676 -5.6231 0.9927  -1.097
C39 0.2282 -4.6164 0.5473  -1.114
N8 0.0308 -2.4932 -0.4845  0.763
H47 7.6907 -1.2474 2.2898  0.314
H48 6.5283 0.2631 0.9871  0.246
H49 6.2675 0.5548 2.7156  0.367
H50 4.0855 1.6264 2.3022  0.423
H51 1.6916 1.2621 1.7171  0.068
H52 4.8178 -2.4070 1.0967  0.628
H53 3.6477 -3.9025 2.1429  0.383
H54 3.7715 -6.1254 2.9533  0.366
H55 2.8801 -7.3461 2.0273  0.302
H56 1.0752 -6.7161 3.4818  0.374
H57 0.6678 -6.6517 0.8254  0.396
H58 -0.6931 -4.8091 0.0105  0.484
Te1 -3.6379 -1.5386 -0.1949  -0.110
N9 -1.2869 2.0274 -3.8776  -1.125
C40 -0.9069 1.0890 -3.3104  0.750
F1 1.1664 -0.2384 -3.8758  -0.839
Te2 1.2702 -2.5530 -4.0226  1.186
F2 0.5991 -4.2153 -4.7043  -0.486
F3 0.4301 -1.9834 -5.6796  -0.537
F4 1.9891 -1.2404 -1.8111  -0.929
F5 1.6557 -3.8627 -2.5049  -0.621
O3 -0.2933 -2.1845 -3.0899  -0.340

Forces on the atoms, in the same order (eV/Å):
Zr 0.44 0.55 0.83
C 0.00 0.01 0.03
C -0.11 0.04 0.08
C 0.11 0.22 0.08
C -0.52 -0.16 -0.08
C 0.03 0.00 -0.06
C 0.11 0.08 0.05
C -0.09 -0.02 -0.04
C 0.02 0.04 -0.01
C 0.04 0.02 -0.05
N -0.27 0.00 0.00
N 0.24 0.22 0.04
B 0.06 -0.08 0.11
N -0.07 0.00 0.02
N 0.14 0.58 0.19
C 0.02 -0.04 0.06
C -0.11 0.02 -0.06
C 0.06 -0.05 0.02
C 0.01 -0.05 0.09
C 0.14 0.00 0.04
C -0.05 0.06 -0.05
C 0.02 -0.03 -0.01
C -0.02 0.01 0.02
C -0.03 -0.02 0.01
N 0.15 0.10 -0.07
N -0.67 -0.09 0.30
C 0.05 0.48 -0.43
C 0.00 -0.12 -0.12
C -0.11 0.06 0.10
C -0.03 0.01 0.00
C 0.05 -0.02 -0.03
C 0.02 -0.05 0.01
C 0.01 -0.11 -0.05
C -0.03 -0.09 0.00
C 0.04 -0.02 0.11
H -0.01 0.02 0.01
H -0.04 0.00 0.03
H -0.01 0.00 0.00
H 0.01 0.00 -0.02
H 0.06 -0.08 0.12
H -0.08 -0.42 0.15
H 0.11 -0.01 0.02
H -0.05 0.00 0.04
H -0.03 -0.05 -0.02
H -0.02 -0.01 -0.03
H 0.00 -0.02 -0.02
H -0.04 0.03 0.03
H 0.03 0.02 -0.01
H -0.02 0.02 0.00
H 0.13 0.08 -0.03
H -0.02 0.13 0.04
H 0.04 0.03 0.01
H -0.03 -0.04 0.01
H -0.13 -0.11 0.12
H 0.00 0.01 0.02
H 0.00 0.02 -0.01
H -0.06 -0.01 0.01
H 0.03 -0.01 0.00
H -0.02 0.01 0.03
H 0.00 0.04 0.04
H 0.03 0.04 0.03
H -0.04 -0.05 0.09
H 0.02 -0.01 0.00
H 0.00 0.04 0.01
H 0.04 -0.01 -0.02
H -0.03 0.00 -0.04
H -0.04 0.00 -0.05
H 0.03 -0.04 0.03
H -0.03 0.03 -0.02
H -0.01 0.04 0.01
H -0.02 0.00 0.00
H -0.04 -0.05 -0.05
H 0.01 0.00 -0.05
H -0.01 0.01 0.01
H -0.28 0.01 0.05
H 0.02 0.01 -0.02
H 0.04 -0.04 -0.04
H -0.15 -0.01 -0.07
H -0.03 0.01 0.02
H 0.02 0.05 0.00
H -0.01 -0.02 -0.01
O 0.10 -0.02 0.06
C -0.02 0.07 -0.02
C 0.01 -0.03 0.00
C 0.00 0.00 -0.09
C 0.16 0.10 -0.09
N 0.61 -0.19 -0.01
C 0.15 0.12 -0.01
C 0.05 0.01 -0.07
C -0.02 -0.09 -0.10
C 0.00 -0.05 -0.02
C 0.03 0.02 0.04
C 0.04 0.01 -0.04
O -0.02 -0.05 0.06
C 0.03 0.02 -0.04
C 0.03 -0.07 0.03
N -0.16 -0.04 -0.73
H -0.09 -0.02 -0.04
H -0.03 0.01 0.02
H -0.01 -0.02 -0.01
H 0.01 0.03 0.01
H -0.09 0.07 0.02
H -0.01 -0.08 0.01
H 0.08 0.05 -0.01
H 0.00 0.01 -0.02
H 0.04 0.02 -0.01
H -0.06 0.02 0.01
H -0.04 -0.04 -0.01
H -0.05 -0.01 0.01
Te -0.02 -0.17 0.36
N 0.05 -0.27 0.09
C -0.14 0.44 -0.44
F -0.20 -0.25 0.59
Te 0.08 -1.49 -1.44
F 0.15 0.14 0.03
F 0.08 0.10 0.09
F 0.06 0.24 0.33
F 0.03 0.25 0.10
O 0.11 0.00 -0.20

***

What relative energy (zero: lowest compared OMol25 entry of this formula, charge and spin) values result from the calculations? In sequence: 18.2, 0.0 kcal per mole.